[1]
The following is a DFT calculation (ωB97M-V/def2-TZVPD) of a molecular structure, C33H26CoF6NSSbTe.

The geometry in XYZ format:
```
70
Properties=species:S:1:pos:R:3
Co 0.1547 0.3866 -0.4886
F 2.4952 -3.9772 3.3232
C 2.5282 -2.9258 2.4797
F 2.9247 -1.8643 3.1945
F 3.4774 -3.1824 1.5703
C 1.1825 -2.7087 1.8446
C 0.1215 -3.5263 2.1744
C -1.1321 -3.3111 1.6083
C -1.2657 -2.2705 0.7207
N -0.2445 -1.4823 0.3788
C 0.9836 -1.6613 0.9237
S 2.1455 -0.4971 0.3945
H 0.2684 -4.3309 2.8818
H -1.9767 -3.9381 1.8534
H -2.2154 -2.0558 0.2437
C 4.2651 4.0581 -6.5068
C 3.2638 3.5881 -5.4842
C 2.0242 4.1988 -5.3522
C 1.0873 3.7691 -4.4206
C -0.2356 4.4907 -4.3400
C 1.4022 2.6845 -3.5878
Te -0.1208 2.1126 -2.2156
C 2.6472 2.0546 -3.6964
C 3.0842 0.8969 -2.8385
C 3.5530 2.5238 -4.6457
H 3.8654 4.8777 -7.1033
H 4.5374 3.2454 -7.1828
H 5.1822 4.4038 -6.0254
H 1.7773 5.0388 -5.9934
H -0.2669 5.3114 -5.0561
H -0.3987 4.9004 -3.3410
H -1.0656 3.8143 -4.5568
H 2.2682 0.4855 -2.2565
H 3.8661 1.2149 -2.1433
H 3.4984 0.0960 -3.4542
H 4.5180 2.0306 -4.7272
F -7.5456 1.5316 3.9478
C -6.4758 1.4898 3.1342
C -6.6657 1.6275 1.7743
C -5.5567 1.5756 0.9400
C -4.2790 1.3981 1.4638
C -4.1278 1.2591 2.8441
C -5.2254 1.3087 3.6904
Sb -2.5167 1.4333 0.2288
C -3.6282 1.2449 -1.5947
C -4.2383 0.0155 -1.8339
C -4.9622 -0.2136 -2.9960
C -5.0593 0.8106 -3.9155
F -5.7525 0.6004 -5.0487
C -4.4702 2.0432 -3.7127
C -3.7495 2.2532 -2.5456
C -2.3229 3.5587 0.3812
C -1.1146 4.1113 0.7975
C -0.9687 5.4840 0.9290
C -2.0468 6.2903 0.6243
F -1.9105 7.6241 0.7337
C -3.2633 5.7783 0.2192
C -3.3972 4.4010 0.1114
H -7.6629 1.7720 1.3791
H -5.6995 1.6802 -0.1283
H -3.1408 1.1212 3.2720
H -5.1268 1.2109 4.7641
H -4.1650 -0.7830 -1.1016
H -5.4452 -1.1622 -3.1904
H -4.5680 2.8154 -4.4650
H -3.2740 3.2129 -2.3871
H -0.2650 3.4724 1.0059
H -0.0372 5.9291 1.2532
H -4.0843 6.4490 0.0008
H -4.3581 3.9865 -0.1724
```

- Multiplicity: 4
- Strongest force on any atom: 0.90 eV/Å
- Energy: -4216.29096 hartree
- <S²>: 3.769
- Frontier orbital gap (alpha / beta): 7.165 / 6.799 eV
- ΔE to the lowest compared entry with this formula, charge and spin: 12.19 kcal per mole
- HOMO energy (alpha / beta): -7.369 / -7.536 eV

---

[2]
The following is a DFT calculation (ωB97M-V/def2-TZVPD) of 6 unconnected molecules or ions with the total composition C34H82NO20P5.

The geometry in XYZ format:
```
142
Properties=species:S:1:pos:R:3
C 21.9045 8.8451 9.6005
C 22.1311 9.8565 8.4511
O 21.7927 11.1869 8.9155
P 22.9361 12.0451 9.7061
O 23.5687 11.4073 10.8852
O 24.0203 12.3952 8.5529
C 25.3959 12.2535 8.8345
C 25.8654 10.8935 8.4614
O 22.1759 13.4371 10.0395
C 21.1702 13.4378 10.9687
C 21.4373 14.5596 11.9644
H 21.0499 9.1080 10.2239
H 21.6961 7.8658 9.1697
H 22.7255 8.7549 10.3118
H 23.1539 9.8088 8.0772
H 21.5116 9.7545 7.5600
H 25.8714 12.9712 8.1660
H 25.6890 12.3978 9.8744
H 25.8524 10.7774 7.3777
H 26.9147 10.7039 8.6876
H 25.1729 10.1789 8.9061
H 20.1935 13.7045 10.5649
H 21.0676 12.5020 11.5183
H 20.5648 14.7814 12.5790
H 22.1773 14.2231 12.6906
H 21.7725 15.4707 11.4687
C 14.2207 15.0134 16.5336
C 13.1741 14.4414 15.5304
O 12.5489 15.5902 14.9329
P 10.9533 15.8472 15.2919
O 10.3517 16.8679 14.4526
O 10.2580 14.3583 15.1853
C 9.8388 13.8825 13.9313
C 10.9654 13.1482 13.1676
O 10.9636 16.1488 16.8748
C 11.5290 17.3676 17.4089
C 11.6237 17.3162 18.8952
H 13.7410 15.3862 17.4386
H 14.9031 14.2121 16.8169
H 14.8358 15.7901 16.0791
H 13.8079 13.8894 14.8364
H 12.5114 13.7069 15.9881
H 8.9716 13.2240 13.9805
H 9.4834 14.7035 13.3086
H 10.5576 12.3497 12.5477
H 11.5840 13.7863 12.5365
H 11.6532 12.7443 13.9105
H 12.4827 17.4923 16.8960
H 10.9200 18.2192 17.1058
H 12.4848 16.7056 19.1670
H 11.6876 18.3066 19.3460
H 10.8030 16.7538 19.3405
C 23.4207 21.6932 17.7015
C 23.7447 21.1025 16.2948
O 22.5963 20.4081 15.8273
P 21.5584 21.2287 14.8989
O 22.1744 22.0033 13.7693
O 20.5654 20.0431 14.3551
C 20.1423 18.9753 15.2634
C 19.5565 17.9054 14.3612
O 20.6723 22.1084 15.9798
C 19.6999 22.9405 15.4633
C 18.4018 22.2402 15.0492
H 23.2024 20.8876 18.4025
H 24.3203 22.1916 18.0627
H 22.7401 22.5413 17.7760
H 23.9998 21.9040 15.6016
H 24.6136 20.4445 16.3098
H 20.9925 18.5610 15.8053
H 19.3593 19.3408 15.9278
H 20.2874 17.4766 13.6756
H 19.0650 17.1324 14.9520
H 18.8165 18.3249 13.6797
H 19.4331 23.5973 16.2913
H 20.0967 23.5965 14.6885
H 18.6769 21.6901 14.1493
H 17.9770 21.5545 15.7823
H 17.6563 23.0194 14.8908
C 18.6181 10.8234 8.7527
C 17.3517 10.9209 7.9893
O 16.4967 11.9831 8.4490
P 15.3946 11.8564 9.6314
O 15.8691 11.1619 10.8513
O 14.9616 13.3714 9.8438
C 15.7269 14.1700 10.7285
C 14.9421 14.5030 11.9776
O 14.0926 11.1903 8.9340
C 12.8748 11.0214 9.6637
C 11.9196 12.1884 9.3881
H 19.2574 11.6824 8.5488
H 18.4832 10.8610 9.8337
H 19.2076 9.9463 8.4857
H 17.6117 11.0230 6.9357
H 16.7899 9.9884 8.0434
H 16.6384 13.6140 10.9478
H 16.0066 15.0166 10.1014
H 14.7332 13.5834 12.5241
H 15.4786 15.1649 12.6576
H 13.9754 14.9666 11.7811
H 12.4176 10.1287 9.2369
H 12.9723 10.8666 10.7382
H 11.0626 12.2837 10.0548
H 12.4552 13.1234 9.5526
H 11.5427 12.1906 8.3653
C 21.8696 10.1582 20.0254
C 20.6957 10.7555 19.2225
O 21.0519 11.8321 18.4840
P 22.0019 11.6642 17.1454
O 23.4545 11.4139 17.4408
O 21.1883 10.5038 16.3051
C 21.8220 9.8639 15.1648
C 21.6160 10.7101 13.8574
O 21.6709 13.0366 16.3768
C 21.9585 14.3248 16.9938
C 21.9949 15.5250 15.9738
H 22.1585 10.8607 20.8071
H 21.5790 9.2099 20.4775
H 22.7285 9.9311 19.3939
H 20.1396 10.0708 18.5822
H 19.9310 11.1702 19.8792
H 22.8819 9.6584 15.3150
H 21.3807 8.8761 15.0325
H 22.2797 10.4007 13.0500
H 20.6219 10.5480 13.4408
H 21.7884 11.7712 14.0373
H 21.3054 14.5147 17.8455
H 22.9639 14.2127 17.3998
H 21.0025 15.8457 15.6570
H 22.3966 16.4450 16.3984
H 22.5437 15.2698 15.0672
C 18.6830 13.7724 15.2440
C 17.4898 13.5704 14.2871
C 17.6605 12.2134 13.5216
C 17.6361 11.0191 14.4580
N 17.6734 10.0886 15.1718
H 19.6109 14.0336 14.7350
H 18.8277 12.9453 15.9389
H 18.6667 14.5964 15.9573
H 17.4612 14.4059 13.5877
H 16.5735 13.6380 14.8736
H 18.6836 12.2333 13.1461
H 16.9746 12.0492 12.6906
```

- SMILES: CCOP(=O)(OCC)OCC.CCOP(=O)(OCC)OCC.CCOP(=O)(OCC)OCC.CCOP(=O)(OCC)OCC.CCOP(=O)(OCC)OCC.CCCC#N
- Strongest force on any atom: 4.85 eV/Å
- Energy: -4611.46119 hartree
- Frontier orbital gap: 10.554 eV
- HOMO energy: -10.246 eV

---

[3]
The following is a DFT calculation (ωB97M-V/def2-TZVPD) of a molecular structure, C35H34CdN9O2S4Si.

The geometry in XYZ format:
```
86
Properties=species:S:1:pos:R:3
Cd -0.4929 -0.7893 0.1568
S -2.3928 0.4733 1.3052
S -3.7387 0.1361 -0.2384
S -3.7489 -1.8989 -0.4234
S -1.8887 -2.3735 -1.2117
C -1.8020 2.7738 4.1607
N -0.4270 2.4025 3.8942
C 0.1647 2.1897 2.7080
N 1.4744 2.1246 2.8569
C 1.6297 2.3292 4.1909
N 0.5123 2.5111 4.8586
C -1.9804 4.2777 4.1188
C -3.0570 4.9079 4.7327
C -3.2053 6.2876 4.6519
C -2.2908 7.0634 3.9542
C -1.2172 6.4343 3.3372
C -1.0678 5.0560 3.4319
C -0.2172 7.1546 2.5502
N 0.0537 8.4076 2.4263
N 1.1226 8.4914 1.5325
C 1.4100 7.2806 1.1984
O 0.6027 6.3825 1.7983
C 2.4219 6.7459 0.2887
C 3.3130 7.5893 -0.3675
C 4.2342 7.0444 -1.2448
C 4.2602 5.6742 -1.4764
C 3.3760 4.8299 -0.8186
C 3.4212 3.3402 -1.0640
N 2.1199 2.7105 -0.9796
C 1.7736 1.5933 -0.3307
N 0.5175 1.3033 -0.6018
C 0.1325 2.2969 -1.4443
N 1.0756 3.1691 -1.7089
C 2.4621 5.3729 0.0700
H -2.0675 2.3796 5.1403
H -2.4243 2.2821 3.4089
H -0.3972 2.0625 1.7929
H 2.5888 2.3246 4.6830
H -3.7853 4.3198 5.2791
H -4.0482 6.7623 5.1372
H -2.4044 8.1365 3.8805
H -0.2156 4.5934 2.9579
H 3.2667 8.6554 -0.1901
H 4.9276 7.6905 -1.7670
H 4.9678 5.2618 -2.1865
H 4.0524 2.8464 -0.3227
H 3.8441 3.1416 -2.0509
H 2.4203 1.0257 0.3207
H -0.8569 2.3589 -1.8666
H 1.7604 4.7254 0.5779
C 2.9131 -1.0762 3.5480
Si 1.5686 -1.9045 2.5057
C -0.0510 -1.4370 3.3215
C 1.7624 -3.7678 2.6752
N 1.5258 -1.4247 0.8453
C 2.5223 -1.7881 -0.0226
C 3.8029 -2.2120 0.4126
C 4.7929 -2.6567 -0.4440
C 4.5729 -2.7082 -1.8132
C 3.3483 -2.2669 -2.2896
C 2.3785 -1.7798 -1.4320
O 1.1608 -1.3596 -1.9588
C 1.1395 -0.4714 -3.0048
C -0.0692 -0.3696 -3.6845
C -0.1992 0.5521 -4.7105
C 0.8631 1.3718 -5.0700
C 2.0633 1.2585 -4.3854
C 2.2133 0.3413 -3.3539
H 2.6036 -1.0658 4.5974
H 3.0461 -0.0403 3.2280
H 3.8826 -1.5758 3.4989
H -0.0260 -1.7818 4.3598
H -0.9252 -1.8894 2.8471
H -0.2122 -0.3569 3.3427
H 1.7670 -4.0637 3.7281
H 2.6840 -4.1311 2.2170
H 0.9253 -4.2699 2.1842
H 4.0092 -2.1950 1.4736
H 5.7430 -2.9756 -0.0309
H 5.3272 -3.0801 -2.4936
H 3.1305 -2.2844 -3.3507
H -0.8934 -0.9999 -3.3721
H -1.1467 0.6315 -5.2290
H 0.7544 2.0947 -5.8680
H 2.8986 1.8963 -4.6499
H 3.1527 0.2588 -2.8248
```

- Net charge: -1
- Strongest force on any atom: 0.12 eV/Å
- Energy: -4047.65018 hartree
- Frontier orbital gap: 6.173 eV
- HOMO energy: -4.423 eV

---

[4]
The following is a DFT calculation (ωB97M-V/def2-TZVPD) of 2 unconnected molecules or ions with the total composition C5H16N3.

The geometry in XYZ format:
```
24
Properties=species:S:1:pos:R:3
C -0.2711 1.7692 -2.1011
C 1.0040 1.5033 -2.3987
N 1.7579 2.2595 -3.2385
N -0.9750 0.8923 -1.1303
H -0.8358 2.6446 -2.3764
H 1.5555 0.6916 -1.9363
H 2.5691 1.8183 -3.6377
H 1.3078 2.9661 -3.7941
H -1.8895 0.5887 -1.4672
H -1.1053 1.3892 -0.2461
H -0.3909 0.0731 -0.9515
C -0.3733 -1.3435 2.6456
C -0.2170 -0.8609 1.2093
C 0.8618 -1.6195 0.4361
N -1.5783 -0.7932 3.2773
H 0.5066 -1.0576 3.2220
H -0.4165 -2.4368 2.5797
H 0.0182 0.2056 1.1523
H -1.1901 -1.0448 0.7375
H 0.6011 -2.6726 0.3285
H 1.8592 -1.5146 0.8581
H 0.9367 -1.2733 -0.6054
H -1.4023 -0.7253 4.2714
H -2.3329 -1.4595 3.1655
```

- Net charge: +1
- Strongest force on any atom: 0.95 eV/Å
- Energy: -364.10227 hartree
- Frontier orbital gap: 9.392 eV
- ΔE to the lowest compared entry with this formula, charge and spin: 45.86 kcal per mole
- HOMO energy: -12.436 eV

---

[5]
The following is a DFT calculation (ωB97M-V/def2-TZVPD) of a molecular structure, C3H4O2.

The geometry in XYZ format:
```
9
Properties=species:S:1:pos:R:3
C -0.1364 -0.5202 1.2671
C -0.2529 0.0532 3.1000
C -0.2172 -0.1947 -0.3006
O 0.7111 0.1037 2.2094
O -1.1914 -0.4652 2.2208
H 0.1501 -1.5785 1.2599
H 0.4264 -0.9598 -0.6439
H 0.1567 0.7603 -0.3144
H -1.2213 -0.1922 -0.6591
```

- Strongest force on any atom: 4.16 eV/Å
- Energy: -267.06696 hartree
- Frontier orbital gap: 10.692 eV
- ΔE to the lowest compared entry with this formula, charge and spin: 78.96 kcal per mole
- HOMO energy: -9.900 eV

---

[6]
The following is a DFT calculation (ωB97M-V/def2-TZVPD) of 5 unconnected molecules or ions with the total composition C27H29BF32N4O6S.

The geometry in XYZ format:
```
100
Properties=species:S:1:pos:R:3
C 1.1117 0.7613 -1.7246
C 1.2519 1.8263 -0.6534
O 1.1457 3.1230 -1.2567
C 2.6155 1.7747 0.0490
C 2.6128 1.4321 1.5567
S 1.5043 2.5658 2.4861
C 3.9663 1.7406 2.0516
N 5.0405 1.9386 2.3935
C 2.3611 -0.0758 1.9073
N 2.2675 -0.2317 3.3701
C 1.0608 -0.4958 1.3658
N 0.0473 -0.8587 0.9787
B 3.5379 -0.9980 1.2740
N 4.6300 -1.4443 2.1356
O 3.4145 -1.3032 -0.0466
H 0.0994 0.7296 -2.1177
H 1.8001 1.0175 -2.5345
H 1.4002 -0.2187 -1.3485
H 0.4566 1.7152 0.0858
H 0.2693 3.4722 -1.0874
H 3.0394 2.7751 -0.0231
H 3.2938 1.1059 -0.4843
H 0.4557 1.7388 2.5910
H 2.0435 -1.1964 3.5900
H 3.1943 -0.0793 3.7597
H 5.5416 -1.3854 1.6955
H 4.4891 -2.4034 2.4367
H 4.1784 -1.7737 -0.3948
C 1.5224 1.6098 -6.3196
C 2.0227 1.2328 -7.7183
C 1.1181 1.5756 -8.9068
F -0.0571 0.9205 -8.8131
F 1.7319 1.1886 -10.0453
F 2.3689 -0.0666 -7.7619
F 3.1527 1.9800 -7.9179
O 0.9229 0.5731 -5.5712
C -0.4139 0.3217 -5.6187
C -0.7040 -1.1115 -6.0882
F -0.1785 -1.3274 -7.3056
F -2.0483 -1.2730 -6.1679
F -1.0824 1.2226 -6.3581
F -0.8901 0.4047 -4.3520
H 2.4238 1.8621 -5.7629
H 0.8988 2.5034 -6.3538
H 0.9333 2.6519 -8.9499
H -0.2921 -1.8276 -5.3753
C -1.4094 5.7005 5.7960
C -0.9422 5.1513 4.4427
C -0.6518 6.1670 3.3326
F -1.7655 6.8623 3.0240
F -0.2462 5.5033 2.2295
F -1.7930 4.2084 3.9947
F 0.2609 4.5478 4.6912
O -2.8001 5.6693 6.0410
C -3.6193 6.7069 5.7127
C -4.7165 6.2753 4.7267
F -4.1684 5.7742 3.6041
F -5.4537 7.3588 4.3982
F -2.9398 7.7717 5.2540
F -4.2631 7.0956 6.8417
H -0.9883 5.0139 6.5288
H -0.9821 6.6857 5.9848
H 0.1355 6.8584 3.6434
H -5.3560 5.5228 5.1910
C -4.4546 -3.5844 -6.5295
C -4.1811 -4.0868 -7.9517
C -5.2644 -3.8457 -9.0079
F -6.4060 -4.4813 -8.6736
F -4.8352 -4.3375 -10.1904
F -3.8366 -5.3887 -7.9339
F -3.1022 -3.3716 -8.3942
O -4.9115 -4.5439 -5.5974
C -6.2353 -4.8031 -5.4146
C -6.5769 -6.2716 -5.7124
F -6.2425 -6.5858 -6.9777
F -7.9093 -6.4442 -5.5654
F -7.0232 -3.9675 -6.1119
F -6.5135 -4.6157 -4.0994
H -3.4781 -3.2863 -6.1540
H -5.0794 -2.6909 -6.5400
H -5.4604 -2.7762 -9.1175
H -6.0441 -6.9233 -5.0181
C 3.8170 -3.9867 8.9025
C 2.5076 -3.3208 9.3420
C 1.2841 -3.5035 8.4365
F 1.5089 -2.9684 7.2187
F 0.2332 -2.8672 8.9943
F 2.7041 -2.0152 9.5964
F 2.1611 -3.9353 10.5154
O 4.7564 -3.1549 8.2521
C 4.7664 -2.9880 6.9020
C 4.5660 -1.5175 6.5047
F 3.4040 -1.0516 6.9964
F 4.5165 -1.4448 5.1536
F 3.8772 -3.7841 6.2789
F 5.9974 -3.3349 6.4502
H 4.3051 -4.2726 9.8329
H 3.6207 -4.9000 8.3404
H 1.0425 -4.5640 8.3285
H 5.3930 -0.9105 6.8754
```

- SMILES: C[C@H](O)C[C@](S)(C#N)[C@@](N)(C#N)B(N)O.FC(F)C(F)(F)COC(F)(F)C(F)F.FC(F)C(F)(F)COC(F)(F)C(F)F.FC(F)C(F)(F)COC(F)(F)C(F)F.FC(F)C(F)(F)COC(F)(F)C(F)F
- Strongest force on any atom: 0.54 eV/Å
- Energy: -5335.53539 hartree
- Frontier orbital gap: 9.197 eV
- HOMO energy: -9.212 eV